1.
The following is a DFT calculation (ωB97M-V/def2-TZVPD) of one molecule with the formula C5H6O2 in a non-equilibrium geometry.

Atoms and positions in Å:
C -1.305 -1.012 -0.010
C -0.192 -0.172 0.582
O 1.221 -1.066 0.411
C 2.088 -0.347 -0.300
O 3.205 -0.548 -0.695
C 0.064 1.084 -0.078
C -0.569 2.102 -0.222
H -1.233 -1.024 -1.100
H -2.321 -0.697 0.269
H -1.153 -2.014 0.388
H -0.295 -0.002 1.660
H 1.536 0.665 -0.533
H -1.045 3.030 -0.373

The HOMO energy comes out at -9.33 eV. Its calculated total energy is -9373.333 eV. As for the structure (SMILES): C#C[C@@H](C)OC=O. The max |F| comes out at 0.0564 hartree/bohr. As for the relative energy (zero: lowest compared OMol25 entry of this formula, charge and spin): 363.0 kJ/mol. The frontier orbital gap comes out at 9.797 eV.

=====

2.
The following is a DFT calculation (ωB97M-V/def2-TZVPD) of one molecule with the formula C5H6O2 in a non-equilibrium geometry.

Atoms and positions in Å:
C -1.971 -0.674 -0.025
C -0.647 -0.017 0.034
C -0.147 1.267 0.014
C 1.306 1.202 0.047
C 1.593 -0.103 0.030
H -2.039 -1.368 -0.805
H -2.224 -1.232 0.893
H -2.783 0.073 -0.239
H -0.731 2.168 0.015
H 1.911 2.091 -0.056
H 2.539 -1.743 0.043
O 2.740 -0.769 -0.050
O 0.454 -0.896 0.099

The HOMO energy comes out at -7.89 eV. Its calculated total energy is -9376.323 eV. As for the structure (SMILES): Cc1ccc(O)o1. The max |F| comes out at 0.0416 hartree/bohr. As for the relative energy (zero: lowest compared OMol25 entry of this formula, charge and spin): 74.5 kJ/mol. The frontier orbital gap comes out at 8.676 eV.

=====

3.
The following is a DFT calculation (ωB97M-V/def2-TZVPD) of one molecule with the formula C5H6O2.

Atoms and positions in Å:
C 0.169 1.745 0.413
C -0.376 0.341 0.659
O -1.236 -0.050 -0.461
C -0.756 -1.186 -1.022
O -1.270 -1.765 -1.941
C 0.523 -1.531 -0.265
C 0.703 -0.669 0.876
H -0.656 2.442 0.246
H 0.756 2.075 1.273
H 0.812 1.756 -0.474
H -1.013 0.336 1.557
H 0.875 -2.550 -0.283
H 1.417 -0.956 -0.639

The HOMO energy comes out at -9.45 eV. Its calculated total energy is -9374.022 eV. The max |F| comes out at 0.0177 hartree/bohr. As for the relative energy (zero: lowest compared OMol25 entry of this formula, charge and spin): 296.6 kJ/mol. The frontier orbital gap comes out at 9.276 eV.

=====

4.
The following is a DFT calculation (ωB97M-V/def2-TZVPD) of one molecule with the formula C5H6O2.

Atoms and positions in Å:
C 0.539 -1.114 1.273
C 0.569 0.143 0.414
O 1.908 0.521 0.174
C -0.119 -0.152 -0.921
O 0.360 -0.903 -1.742
C -1.353 0.590 -1.151
C -2.303 1.317 -1.295
H 0.921 -0.913 2.278
H 1.153 -1.888 0.803
H -0.489 -1.482 1.362
H 0.021 0.952 0.920
H 1.941 0.974 -0.679
H -3.148 1.955 -1.436

The HOMO energy comes out at -10.39 eV. Its calculated total energy is -9374.665 eV. As for the structure (SMILES): C#CC(=O)[C@@H](C)O. The max |F| comes out at 0.0140 hartree/bohr. As for the relative energy (zero: lowest compared OMol25 entry of this formula, charge and spin): 234.5 kJ/mol. The frontier orbital gap comes out at 10.285 eV.

=====

5.
The following is a DFT calculation (ωB97M-V/def2-TZVPD) of one molecule with the formula C5H6O2 in a non-equilibrium geometry.

Atoms and positions in Å:
O 1.294 2.143 0.570
C 0.184 1.735 0.332
C -0.146 0.289 0.077
C 1.154 -1.830 0.740
C 1.047 -0.651 -0.107
C -1.329 -0.121 -0.753
O -1.547 -1.288 -0.977
H -0.702 2.398 0.413
H 0.101 -1.967 1.079
H -0.817 0.083 0.961
H 0.821 -1.319 -0.987
H 1.991 -0.151 -0.370
H -2.053 0.678 -0.978

The HOMO energy comes out at -8.90 eV. Its calculated total energy is -9371.800 eV. The max |F| comes out at 0.0246 hartree/bohr. As for the relative energy (zero: lowest compared OMol25 entry of this formula, charge and spin): 511.0 kJ/mol. The frontier orbital gap comes out at 8.726 eV.

=====

6.
The following is a DFT calculation (ωB97M-V/def2-TZVPD) of a 2-piece molecular cluster, C5H6O2 overall in a non-equilibrium geometry.

Atoms and positions in Å:
O -2.402 -0.286 0.081
C -1.488 -0.998 0.509
C 0.401 0.262 -0.564
C 0.032 1.359 0.201
O -1.173 1.835 0.276
C 1.716 -0.249 -0.553
C 2.837 -0.703 -0.526
H -1.876 0.982 0.137
H -0.953 -0.937 1.453
H -1.467 -1.980 0.032
H -0.224 -0.034 -1.404
H 0.758 1.822 0.876
H 3.837 -1.075 -0.518

The HOMO energy comes out at -8.40 eV. Its calculated total energy is -9373.115 eV. As for the structure (SMILES): C#C/C=C/O.C=O. The max |F| comes out at 0.0417 hartree/bohr. As for the relative energy (zero: lowest compared OMol25 entry of this formula, charge and spin): 384.1 kJ/mol. The frontier orbital gap comes out at 8.356 eV.

=====

7.
The following is a DFT calculation (ωB97M-V/def2-TZVPD) of one molecule with the formula C5H6O2S in a non-equilibrium geometry.

Atoms and positions in Å:
C -1.305 -0.059 0.330
C -0.070 -0.303 -0.396
C 1.238 -1.108 -0.225
C 0.750 1.471 0.238
C -0.016 0.444 0.848
H -2.499 0.096 -1.285
H -1.590 -0.888 1.072
H -0.013 0.244 -1.299
H 1.556 -1.497 -1.279
H 1.030 -1.910 0.682
H 0.227 -0.160 1.809
O -2.259 0.616 -0.278
O 0.572 2.644 -0.173
S 2.377 0.409 -0.045

The HOMO energy comes out at -9.25 eV. Its calculated total energy is -20207.058 eV. As for the structure (SMILES): O=C1SC[C@H]2[C@H](O)[C@H]12. The max |F| comes out at 0.1229 hartree/bohr. As for the relative energy (zero: lowest compared OMol25 entry of this formula, charge and spin): 496.8 kJ/mol. The frontier orbital gap comes out at 9.410 eV.

=====

8.
The following is a DFT calculation (ωB97M-V/def2-TZVPD) of C5H6O3 as an isolated structure in a non-equilibrium geometry.

Atoms and positions in Å:
C 0.626 2.288 0.242
C -0.158 1.161 0.170
C 0.306 -0.109 -0.202
C -0.634 -1.297 -0.202
C -0.180 -2.665 -0.550
H 0.451 4.001 1.420
H -1.166 1.286 0.811
H 1.461 -0.695 -0.776
H -1.572 -1.283 0.468
H -0.945 -3.489 -0.127
H 1.001 -2.856 -0.738
O 0.292 2.869 1.514
O 1.436 2.735 -0.585
O -0.919 -1.946 -1.445

The HOMO energy comes out at -10.11 eV. Its calculated total energy is -11419.549 eV. The max |F| comes out at 0.1291 hartree/bohr. As for the relative energy (zero: lowest compared OMol25 entry of this formula, charge and spin): 469.2 kJ/mol. The frontier orbital gap comes out at 9.758 eV.

=====

9.
The following is a DFT calculation (ωB97M-V/def2-TZVPD) of C5H6O3 as an isolated structure.

Atoms and positions in Å:
C -1.284 0.855 -0.505
C 1.799 0.403 -0.339
C -0.279 -0.210 -0.252
C 0.668 0.177 1.192
C -0.478 -1.550 -0.231
O 1.076 0.282 -1.354
O 2.918 0.516 -0.002
O 0.310 1.129 1.853
H 1.057 -0.755 1.649
H -0.918 1.823 -0.171
H -1.536 0.895 -1.563
H -2.176 0.618 0.081
H -1.492 -1.924 -0.180
H 0.335 -2.259 -0.176

The HOMO energy (alpha / beta) comes out at -8.56 / -8.61 eV. Its calculated total energy is -11420.033 eV. The max |F| comes out at 0.0139 hartree/bohr. As for the relative energy (zero: lowest compared OMol25 entry of this formula, charge and spin): 422.5 kJ/mol. The frontier orbital gap (alpha / beta) comes out at 7.049 / 7.151 eV.

=====

10.
The following is a DFT calculation (ωB97M-V/def2-TZVPD) of C5H6O3 as an isolated structure in a non-equilibrium geometry.

Atoms and positions in Å:
C -1.044 0.569 1.069
C 0.863 1.129 -0.753
C -0.114 -0.377 0.360
C 0.709 -0.036 -2.199
C 0.127 -1.595 0.918
O 1.500 0.072 -0.381
O 0.756 2.271 -0.394
O -0.153 -0.899 -1.861
H 1.015 0.260 -3.209
H -1.125 1.647 0.900
H -2.135 0.479 1.104
H -0.843 0.676 2.145
H -0.263 -1.844 1.899
H 0.706 -2.350 0.402

The HOMO energy (alpha / beta) comes out at -8.12 / -8.12 eV. Its calculated total energy is -11416.574 eV. The max |F| comes out at 0.1450 hartree/bohr. As for the relative energy (zero: lowest compared OMol25 entry of this formula, charge and spin): 756.3 kJ/mol. The frontier orbital gap (alpha / beta) comes out at 7.374 / 7.375 eV.

=====

11.
The following is a DFT calculation (ωB97M-V/def2-TZVPD) of one molecule with the formula C5H6O3 in a non-equilibrium geometry.

Atoms and positions in Å:
C -1.620 -0.003 -0.771
C -0.175 -0.938 0.665
C 1.867 -0.241 -0.582
C 1.539 0.860 0.250
C 0.027 0.579 0.660
H -1.057 -0.210 -1.761
H -2.787 0.408 -0.837
H 0.046 -1.390 1.669
H 2.607 -0.548 -1.120
H 1.607 1.975 0.395
H -0.207 0.759 1.804
O -1.572 -1.107 0.315
O 0.813 -1.414 -0.409
O -1.089 1.271 -0.278

The HOMO energy comes out at -9.60 eV. Its calculated total energy is -11419.171 eV. As for the structure (SMILES): C1=C[C@H]2OCO[C@H]2O1. The max |F| comes out at 0.2129 hartree/bohr. As for the relative energy (zero: lowest compared OMol25 entry of this formula, charge and spin): 505.7 kJ/mol. The frontier orbital gap comes out at 10.227 eV.

=====

12.
The following is a DFT calculation (ωB97M-V/def2-TZVPD) of C5H6O4Zn as an isolated structure in a non-equilibrium geometry.

Atoms and positions in Å:
C 1.888 -2.728 -1.205
H 2.033 -3.101 -0.182
H 2.777 -2.809 -1.845
C 0.723 -2.210 -1.632
H 0.746 -1.819 -2.661
H -0.029 -0.470 1.994
C -0.598 -0.504 1.053
C -0.720 0.689 0.298
O -0.111 1.773 0.759
C -0.830 2.943 0.844
O -1.988 3.042 0.573
O 0.002 3.857 1.272
O -1.263 -1.532 0.752
H -1.241 0.747 -0.662
H -0.433 4.721 1.308
Zn -0.956 -2.599 -0.665

The HOMO energy (alpha / beta) comes out at -13.62 / -13.60 eV. Its calculated total energy is -61879.751 eV. The max |F| comes out at 0.0436 hartree/bohr. As for the expectation value of S²: 0.755. As for the spin multiplicity: 2. Its total charge is +1. The frontier orbital gap (alpha / beta) comes out at 8.439 / 6.843 eV.

=====

13.
The following is a DFT calculation (ωB97M-V/def2-TZVPD) of one molecule with the formula C5H6OS in a non-equilibrium geometry.

Atoms and positions in Å:
C 2.467 -1.161 -1.895
C 1.619 -0.641 -1.215
C -0.684 -0.229 -0.183
C -1.607 0.285 0.944
C 0.866 -0.002 -0.139
O 1.453 0.644 0.703
S -1.221 1.926 1.538
H 2.803 -1.451 -2.859
H -0.928 0.237 -1.151
H -0.803 -1.225 -0.253
H -1.362 -0.274 1.991
H -2.765 0.308 0.747
H 0.161 1.585 1.772

The HOMO energy comes out at -8.64 eV. Its calculated total energy is -18161.412 eV. As for the structure (SMILES): C#CC(=O)CCS. The max |F| comes out at 0.0734 hartree/bohr. As for the relative energy (zero: lowest compared OMol25 entry of this formula, charge and spin): 311.2 kJ/mol. The frontier orbital gap comes out at 8.518 eV.

=====

14.
The following is a DFT calculation (ωB97M-V/def2-TZVPD) of one molecule with the formula C5H6OS2 in a non-equilibrium geometry.

Atoms and positions in Å:
C 0.712 0.784 0.748
C -0.311 -0.428 1.173
C 0.696 -1.247 0.202
C 0.884 0.073 -0.675
C -1.378 0.685 -0.911
H -0.367 -0.644 2.250
H 1.610 -1.225 0.889
H 0.296 -2.148 -0.338
H 1.886 0.163 -1.326
H -2.107 0.769 -1.653
H -1.352 1.719 -0.501
O -0.158 0.072 -1.538
S 1.610 1.931 1.515
S -2.020 -0.506 0.164

The HOMO energy comes out at -8.87 eV. Its calculated total energy is -28996.213 eV. As for the structure (SMILES): S=C1[C@@H]2C[C@H]1OCS2. The max |F| comes out at 0.0853 hartree/bohr. As for the relative energy (zero: lowest compared OMol25 entry of this formula, charge and spin): 361.1 kJ/mol. The frontier orbital gap comes out at 8.162 eV.

=====

15.
The following is a DFT calculation (ωB97M-V/def2-TZVPD) of C5H6OS2 as an isolated structure in a non-equilibrium geometry.

Atoms and positions in Å:
C 1.187 0.579 -1.366
C -0.143 -0.100 -1.128
C -0.336 -0.240 0.202
C 1.024 -0.187 1.065
C -1.582 0.028 0.954
H -0.877 0.376 -1.923
H -0.158 -1.217 -1.307
H 1.341 -1.283 1.093
H 0.821 0.277 2.144
H -2.488 0.693 0.438
H -1.351 0.211 2.056
O -1.137 -1.342 0.413
S 1.578 1.338 -2.681
S 2.121 0.869 0.040

The HOMO energy comes out at -8.66 eV. Its calculated total energy is -28996.487 eV. The max |F| comes out at 0.1465 hartree/bohr. As for the relative energy (zero: lowest compared OMol25 entry of this formula, charge and spin): 334.7 kJ/mol. The frontier orbital gap comes out at 8.566 eV.

=====

16.
The following is a DFT calculation (ωB97M-V/def2-TZVPD) of one molecule with the formula C5H6OSi in a non-equilibrium geometry.

Atoms and positions in Å:
C 2.977 0.940 -0.366
C -0.524 -2.979 -0.055
C 1.883 0.628 0.065
C -0.273 -1.804 0.053
C -1.000 1.221 -0.096
O -2.279 0.582 -0.196
Si 0.253 -0.057 0.600
H 3.903 1.390 -0.564
H -0.869 -3.998 -0.115
H -1.111 2.091 0.531
H -0.713 1.597 -1.055
H -2.881 0.870 -0.943
H 0.633 -0.482 2.141

The HOMO energy comes out at -10.04 eV. Its calculated total energy is -15202.839 eV. As for the structure (SMILES): C#C[SiH](C#C)CO. The max |F| comes out at 0.0450 hartree/bohr. As for the relative energy (zero: lowest compared OMol25 entry of this formula, charge and spin): 21.6 kJ/mol. The frontier orbital gap comes out at 10.735 eV.